Entry 1:
Entry from the Open Molecules 2025 dataset: a structure of composition C34H35GeN6O5S2W in a non-equilibrium geometry (ωB97M-V with the def2-TZVPD basis set).

## Properties
- E_HOMO (alpha / beta): -0.485 / -0.485 Ha
- ΔE to the lowest compared entry with this formula, charge and spin: 165.5 kJ/mol
- Kohn-Sham gap (alpha / beta): 5.58 / 5.53 eV
- Energy: -4961.11257 Ha

```
! RIJCOSX wB97M-V def2-TZVPD def2/J DEFGRID3
* xyz 2 2
W -0.473 0.160 -0.160
N -0.701 2.802 -3.748
C -0.695 1.798 -2.869
S -1.303 2.162 -1.246
N -0.245 0.642 -3.212
N -0.264 -0.317 -2.204
C -0.103 -1.492 -2.718
C 0.003 -2.746 -2.022
C 0.171 -3.939 -2.731
C 0.362 -5.126 -2.053
C 0.385 -5.135 -0.658
C 0.215 -3.964 0.062
C 0.022 -2.796 -0.640
O -0.122 -1.602 0.004
H -1.054 3.708 -3.499
H -0.357 2.643 -4.682
H -0.017 -1.492 -3.799
H 0.157 -3.917 -3.816
H 0.512 -6.047 -2.601
H 0.542 -6.066 -0.126
H 0.230 -3.941 1.145
C -5.203 -3.744 -0.431
C -4.524 -2.488 -0.987
S -3.567 -1.654 0.244
O -2.859 -0.519 -0.381
O -2.756 -2.602 0.972
C -4.726 -0.919 1.390
C -4.041 -0.611 2.734
N -2.683 -0.031 2.534
C -2.466 1.116 1.838
N -1.180 1.252 1.558
C -0.505 0.170 2.133
C -1.463 -0.600 2.725
N -1.221 -1.909 3.334
O -2.140 -2.464 3.879
O -0.118 -2.348 3.130
C -3.501 2.104 1.462
H -5.409 -4.427 -1.253
H -6.154 -3.511 0.049
H -4.562 -4.264 0.279
H -5.229 -1.754 -1.385
H -3.777 -2.715 -1.753
H -5.541 -1.631 1.529
H -5.106 -0.025 0.896
H -3.932 -1.502 3.332
H -4.637 0.108 3.285
H 0.489 0.302 2.543
H -4.434 1.940 1.995
H -3.684 2.074 0.385
H -3.128 3.097 1.709
C 5.067 -1.907 1.073
C 3.991 -2.279 0.281
C 3.029 -1.337 -0.062
C 3.121 -0.015 0.374
C 4.241 0.357 1.122
C 5.202 -0.584 1.473
Ge 1.776 1.329 -0.148
C 1.551 2.640 1.311
C 2.096 2.414 2.575
C 1.940 3.346 3.598
C 1.220 4.510 3.375
C 0.667 4.746 2.122
C 0.830 3.817 1.102
C 2.547 2.224 -1.687
C 2.927 3.560 -1.607
C 3.628 4.151 -2.654
C 3.943 3.413 -3.785
C 3.565 2.078 -3.870
C 2.870 1.487 -2.825
H 5.811 -2.638 1.361
H 3.901 -3.300 -0.073
H 2.228 -1.632 -0.727
H 4.391 1.392 1.405
H 6.063 -0.279 2.054
H 2.652 1.506 2.776
H 2.391 3.165 4.566
H 1.091 5.230 4.174
H 0.112 5.659 1.938
H 0.402 4.027 0.129
H 2.701 4.142 -0.722
H 3.934 5.188 -2.578
H 4.487 3.874 -4.601
H 3.821 1.496 -4.749
H 2.594 0.440 -2.897
*
```

Partial atomic charges computed with the Löwdin method, in multiples of e: atom 1 (W): 1.409, atom 2 (N): 0.138, atom 3 (C): -0.782, atom 4 (S): 0.729, atom 5 (N): 0.014, atom 6 (N): -0.167, atom 7 (C): -0.016, atom 8 (C): -0.148, atom 9 (C): 0.008, atom 10 (C): -0.032, atom 11 (C): -0.012, atom 12 (C): 0.027, atom 13 (C): -0.292, atom 14 (O): -0.257, atom 15 (H): 0.105, atom 16 (H): 0.129, atom 17 (H): 0.151, atom 18 (H): 0.131, atom 19 (H): 0.123, atom 20 (H): 0.127, atom 21 (H): 0.125, atom 22 (C): -0.083, atom 23 (C): -0.263, atom 24 (S): 0.720, atom 25 (O): -0.424, atom 26 (O): -0.269, atom 27 (C): -0.164, atom 28 (C): -0.065, atom 29 (N): 0.088, atom 30 (C): -0.311, atom 31 (N): -0.032, atom 32 (C): -0.180, atom 33 (C): -0.094, atom 34 (N): -0.309, atom 35 (O): 0.138, atom 36 (O): 0.151, atom 37 (C): 0.033, atom 38 (H): 0.095, atom 39 (H): 0.085, atom 40 (H): 0.083, atom 41 (H): 0.121, atom 42 (H): 0.115, atom 43 (H): 0.123, atom 44 (H): 0.109, atom 45 (H): 0.118, atom 46 (H): 0.145, atom 47 (H): 0.143, atom 48 (H): 0.097, atom 49 (H): 0.078, atom 50 (H): 0.116, atom 51 (C): -0.066, atom 52 (C): -0.070, atom 53 (C): -0.126, atom 54 (C): -0.299, atom 55 (C): -0.108, atom 56 (C): -0.060, atom 57 (Ge): 0.906, atom 58 (C): -0.334, atom 59 (C): -0.127, atom 60 (C): -0.063, atom 61 (C): -0.068, atom 62 (C): -0.069, atom 63 (C): -0.156, atom 64 (C): -0.316, atom 65 (C): -0.096, atom 66 (C): -0.065, atom 67 (C): -0.068, atom 68 (C): -0.071, atom 69 (C): -0.128, atom 70 (H): 0.113, atom 71 (H): 0.108, atom 72 (H): 0.066, atom 73 (H): 0.104, atom 74 (H): 0.114, atom 75 (H): 0.088, atom 76 (H): 0.113, atom 77 (H): 0.113, atom 78 (H): 0.110, atom 79 (H): 0.068, atom 80 (H): 0.090, atom 81 (H): 0.112, atom 82 (H): 0.112, atom 83 (H): 0.110, atom 84 (H): 0.091

---

Entry 2:
Entry from the Open Molecules 2025 dataset: a structure of composition C34H35MnN5P2S in a non-equilibrium geometry (ωB97M-V with the def2-TZVPD basis set).

## Properties
- E_HOMO (alpha / beta): -0.459 / -0.459 Ha
- ΔE to the lowest compared entry with this formula, charge and spin: 173.9 kJ/mol
- Kohn-Sham gap (alpha / beta): 5.99 / 6.83 eV
- Energy: -3821.75302 Ha

```
! RIJCOSX wB97M-V def2-TZVPD def2/J DEFGRID3
* xyz 2 2
Mn -0.311 0.281 0.454
N 1.019 -3.129 2.628
C -0.023 -3.865 2.129
C -0.668 -3.050 1.249
N -0.038 -1.835 1.206
C 0.978 -1.915 2.047
C 1.893 -0.818 2.170
N 1.700 0.286 1.468
C 2.777 1.094 1.720
C 3.619 0.469 2.588
N 3.044 -0.743 2.864
H 1.685 -3.460 3.307
H -0.213 -4.879 2.433
H -1.526 -3.274 0.643
H 2.893 2.055 1.259
H 4.554 0.778 3.021
H 3.437 -1.443 3.471
C -4.682 5.670 -3.050
S -4.355 5.544 -1.275
C -5.075 3.907 -0.888
C -4.020 2.933 -0.365
C -2.985 2.667 -1.452
N -1.925 1.716 -1.068
P -0.230 2.138 -1.218
C -0.066 3.387 -2.532
C 0.327 2.986 -3.809
C 0.475 3.929 -4.813
C 0.225 5.269 -4.552
C -0.187 5.668 -3.287
C -0.323 4.735 -2.274
C 0.105 3.116 0.295
C -0.693 3.032 1.438
C -0.304 3.663 2.617
C 0.889 4.363 2.667
C 1.683 4.461 1.528
C 1.305 3.832 0.355
P -2.061 -0.004 -1.373
C -3.244 -0.194 -2.744
C -2.756 -0.331 -4.042
C -3.639 -0.475 -5.102
C -5.007 -0.478 -4.873
C -5.496 -0.317 -3.582
C -4.622 -0.180 -2.518
C -3.014 -0.658 0.054
C -3.009 -0.030 1.302
C -3.618 -0.629 2.400
C -4.199 -1.879 2.272
C -4.183 -2.526 1.040
C -3.595 -1.924 -0.060
H -4.336 6.654 -3.358
H -5.749 5.589 -3.247
H -4.135 4.901 -3.595
H -5.538 3.522 -1.797
H -5.843 4.073 -0.135
H -4.515 2.001 -0.074
H -3.544 3.358 0.522
H -2.521 3.614 -1.709
H -3.498 2.293 -2.341
H 0.530 1.941 -4.015
H 0.802 3.621 -5.797
H 0.357 6.006 -5.333
H -0.395 6.709 -3.079
H -0.622 5.060 -1.286
H -1.677 2.580 1.383
H -0.945 3.622 3.489
H 1.190 4.851 3.585
H 2.606 5.027 1.565
H 1.929 3.905 -0.529
H -1.688 -0.334 -4.225
H -3.256 -0.601 -6.106
H -5.693 -0.607 -5.699
H -6.562 -0.308 -3.399
H -5.015 -0.069 -1.516
H -2.615 0.977 1.410
H -3.654 -0.109 3.349
H -4.674 -2.344 3.125
H -4.629 -3.507 0.944
H -3.590 -2.434 -1.016
*
```

Partial atomic charges computed with the Löwdin method, in multiples of e: atom 1 (Mn): 0.628, atom 2 (N): 0.145, atom 3 (C): -0.027, atom 4 (C): -0.082, atom 5 (N): 0.066, atom 6 (C): -0.257, atom 7 (C): -0.257, atom 8 (N): 0.064, atom 9 (C): -0.079, atom 10 (C): -0.027, atom 11 (N): 0.145, atom 12 (H): 0.175, atom 13 (H): 0.134, atom 14 (H): 0.102, atom 15 (H): 0.098, atom 16 (H): 0.134, atom 17 (H): 0.175, atom 18 (C): -0.401, atom 19 (S): 0.812, atom 20 (C): -0.467, atom 21 (C): -0.256, atom 22 (C): -0.258, atom 23 (N): -0.445, atom 24 (P): 1.001, atom 25 (C): -0.359, atom 26 (C): -0.088, atom 27 (C): -0.058, atom 28 (C): -0.043, atom 29 (C): -0.045, atom 30 (C): -0.098, atom 31 (C): -0.394, atom 32 (C): -0.115, atom 33 (C): -0.047, atom 34 (C): -0.048, atom 35 (C): -0.060, atom 36 (C): -0.120, atom 37 (P): 1.009, atom 38 (C): -0.371, atom 39 (C): -0.087, atom 40 (C): -0.055, atom 41 (C): -0.043, atom 42 (C): -0.047, atom 43 (C): -0.096, atom 44 (C): -0.401, atom 45 (C): -0.137, atom 46 (C): -0.049, atom 47 (C): -0.049, atom 48 (C): -0.056, atom 49 (C): -0.120, atom 50 (H): 0.034, atom 51 (H): 0.041, atom 52 (H): 0.030, atom 53 (H): 0.082, atom 54 (H): 0.075, atom 55 (H): 0.102, atom 56 (H): 0.100, atom 57 (H): 0.065, atom 58 (H): 0.113, atom 59 (H): 0.103, atom 60 (H): 0.116, atom 61 (H): 0.119, atom 62 (H): 0.119, atom 63 (H): 0.111, atom 64 (H): 0.058, atom 65 (H): 0.118, atom 66 (H): 0.118, atom 67 (H): 0.122, atom 68 (H): 0.120, atom 69 (H): 0.103, atom 70 (H): 0.117, atom 71 (H): 0.119, atom 72 (H): 0.118, atom 73 (H): 0.108, atom 74 (H): 0.062, atom 75 (H): 0.118, atom 76 (H): 0.118, atom 77 (H): 0.122, atom 78 (H): 0.119

---

Entry 3:
Entry from the Open Molecules 2025 dataset: a structure of composition C34H36BCoN6O5 (ωB97M-V with the def2-TZVPD basis set).

## Properties
- E_HOMO (alpha / beta): -0.116 / -0.114 Ha
- ΔE to the lowest compared entry with this formula, charge and spin: 0.0 kJ/mol
- Kohn-Sham gap (alpha / beta): 5.41 / 5.35 eV
- Energy: -3429.79487 Ha

```
! RIJCOSX wB97M-V def2-TZVPD def2/J DEFGRID3
* xyz -1 2
Co 0.475 -0.330 -0.148
C 1.469 -4.208 3.756
C 0.849 -3.086 4.298
C 0.209 -2.167 3.486
C 0.159 -2.333 2.090
C 0.773 -3.479 1.563
C 1.423 -4.391 2.381
N -0.426 -1.394 1.249
C -1.621 -0.803 1.626
C -2.620 -1.378 2.419
C -3.816 -0.707 2.662
C -4.049 0.551 2.125
C -3.070 1.150 1.333
C -1.877 0.488 1.098
N -0.821 0.947 0.312
N -0.805 2.168 -0.139
C 0.175 2.430 -0.951
C 0.491 3.773 -1.322
C 1.715 4.103 -1.786
C 2.726 3.059 -1.825
C 2.414 1.776 -1.633
N 1.043 1.342 -1.453
H 1.983 -4.918 4.392
H 0.877 -2.918 5.369
H -0.254 -1.289 3.919
H 0.745 -3.637 0.494
H 1.902 -5.253 1.929
H -2.457 -2.363 2.839
H -4.577 -1.185 3.267
H -4.985 1.065 2.312
H -3.217 2.134 0.906
H -0.273 4.516 -1.131
H 1.973 5.124 -2.029
H 3.766 3.311 -1.996
H 3.140 0.977 -1.685
C 4.738 -0.388 -0.041
C 3.510 -0.985 0.634
C 3.887 -1.681 1.933
O 2.559 0.042 0.962
C 2.874 -1.994 -0.354
O 3.540 -2.972 -0.679
O 1.697 -1.726 -0.783
H 5.173 0.393 0.589
H 4.496 0.027 -1.021
H 5.475 -1.175 -0.194
H 4.516 -1.022 2.536
H 4.422 -2.604 1.715
H 2.987 -1.923 2.500
H 2.845 0.889 0.604
N -0.609 -2.368 -2.003
C -1.693 -3.062 -2.369
C -2.752 -2.176 -2.398
C -2.195 -0.948 -2.013
N -0.896 -1.081 -1.780
H 0.353 -2.644 -1.796
H -1.640 -4.120 -2.561
H -3.778 -2.390 -2.641
H -2.667 0.012 -1.881
C -0.736 0.061 -9.394
C -1.667 -0.094 -8.183
C -2.651 1.077 -8.191
C -2.465 -1.398 -8.323
C -0.845 -0.146 -6.893
C 0.199 -1.069 -6.785
C 0.997 -1.178 -5.649
C 0.710 -0.330 -4.606
O 1.337 -0.207 -3.398
B 0.609 0.778 -2.729
O -0.386 1.322 -3.537
C -0.331 0.581 -4.690
C -1.114 0.703 -5.814
H -1.325 0.188 -10.306
H -0.098 -0.813 -9.529
H -0.090 0.933 -9.278
H -3.147 1.129 -9.162
H -2.144 2.030 -8.020
H -3.424 0.960 -7.430
H -3.061 -1.386 -9.240
H -3.140 -1.529 -7.475
H -1.802 -2.263 -8.358
H 0.398 -1.740 -7.612
H 1.800 -1.900 -5.579
H -1.916 1.427 -5.830
*
```

Partial atomic charges computed with the Löwdin method, in multiples of e: atom 1 (Co): 0.563, atom 2 (C): -0.133, atom 3 (C): -0.115, atom 4 (C): -0.047, atom 5 (C): -0.288, atom 6 (C): -0.040, atom 7 (C): -0.106, atom 8 (N): 0.010, atom 9 (C): -0.243, atom 10 (C): -0.050, atom 11 (C): -0.134, atom 12 (C): -0.143, atom 13 (C): -0.059, atom 14 (C): -0.222, atom 15 (N): -0.083, atom 16 (N): 0.115, atom 17 (C): -0.287, atom 18 (C): -0.042, atom 19 (C): -0.105, atom 20 (C): -0.075, atom 21 (C): -0.084, atom 22 (N): 0.078, atom 23 (H): 0.084, atom 24 (H): 0.091, atom 25 (H): 0.112, atom 26 (H): 0.097, atom 27 (H): 0.098, atom 28 (H): 0.103, atom 29 (H): 0.084, atom 30 (H): 0.080, atom 31 (H): 0.090, atom 32 (H): 0.109, atom 33 (H): 0.083, atom 34 (H): 0.102, atom 35 (H): 0.093, atom 36 (C): -0.015, atom 37 (C): -0.498, atom 38 (C): -0.002, atom 39 (O): -0.027, atom 40 (C): -0.584, atom 41 (O): 0.036, atom 42 (O): -0.098, atom 43 (H): 0.093, atom 44 (H): 0.068, atom 45 (H): 0.094, atom 46 (H): 0.086, atom 47 (H): 0.091, atom 48 (H): 0.072, atom 49 (H): 0.078, atom 50 (N): 0.036, atom 51 (C): -0.088, atom 52 (C): -0.058, atom 53 (C): -0.111, atom 54 (N): 0.013, atom 55 (H): 0.136, atom 56 (H): 0.111, atom 57 (H): 0.086, atom 58 (H): 0.122, atom 59 (C): -0.057, atom 60 (C): -0.563, atom 61 (C): -0.074, atom 62 (C): -0.050, atom 63 (C): -0.175, atom 64 (C): -0.039, atom 65 (C): 0.028, atom 66 (C): -0.188, atom 67 (O): 0.208, atom 68 (B): -0.680, atom 69 (O): 0.225, atom 70 (C): -0.169, atom 71 (C): 0.070, atom 72 (H): 0.079, atom 73 (H): 0.072, atom 74 (H): 0.091, atom 75 (H): 0.081, atom 76 (H): 0.087, atom 77 (H): 0.084, atom 78 (H): 0.082, atom 79 (H): 0.089, atom 80 (H): 0.078, atom 81 (H): 0.103, atom 82 (H): 0.123, atom 83 (H): 0.118